# 1
{
  "formula": "C3H6N4O",
  "method": "ωB97M-V/def2-TZVPD",
  "de_lowest_ev": 3.492,
  "e_lumo_ha": 0.018,
  "homo_lumo_gap_ev": 7.54,
  "smiles": "Nc1cn(N)[nH]c1=O",
  "total_charge": 0,
  "e_homo_ev": -7.053,
  "energy_ha": -412.0806,
  "elements": ["N", "C", "C", "N", "N", "N", "C", "O", "H", "H", "H", "H", "H", "H"],
  "coordinates": [[-2.060, 1.442, -0.045], [-1.011, 0.553, 0.031], [0.436, 0.866, 0.036], [1.063, -0.256, 0.080], [2.462, -0.644, -0.111], [0.247, -1.323, 0.193], [-1.079, -0.884, 0.072], [-2.024, -1.598, -0.175], [-2.129, 2.064, 0.705], [-2.932, 0.868, -0.045], [0.888, 1.787, 0.245], [3.097, 0.051, 0.269], [2.491, -0.754, -1.151], [0.551, -2.171, -0.104]],
  "nbo_charge": [-0.815, -0.041, -0.039, -0.040, -0.643, -0.407, 0.534, -0.670, 0.366, 0.389, 0.217, 0.380, 0.367, 0.401]
}



# 2
{
  "formula": "C4H10N3S",
  "method": "ωB97M-V/def2-TZVPD",
  "de_lowest_ev": 2.101,
  "e_lumo_ha": -0.123,
  "homo_lumo_gap_ev": 10.07,
  "total_charge": 1,
  "e_homo_ev": -13.416,
  "energy_ha": -720.5532,
  "elements": ["C", "C", "C", "C", "N", "N", "N", "S", "H", "H", "H", "H", "H", "H", "H", "H", "H", "H"],
  "coordinates": [[0.229, -0.981, -0.064], [-1.958, -1.171, -0.508], [-2.401, -0.877, -1.718], [1.539, 2.383, 1.098], [0.740, 1.272, 1.382], [-0.713, -1.828, -0.440], [1.537, -1.115, -0.190], [-0.426, 0.550, 0.494], [-2.688, -1.146, 0.265], [-1.661, -1.022, -2.540], [0.227, 1.409, 2.331], [-3.425, -0.415, -1.763], [2.402, 2.542, 1.796], [1.921, 2.238, 0.068], [0.924, 3.234, 0.901], [-0.438, -2.546, -1.156], [2.041, -2.020, -0.262], [2.149, -0.507, 0.306]],
  "nbo_charge": [0.356, -0.136, -0.308, -0.431, -0.818, -0.554, -0.743, 0.583, 0.249, 0.210, 0.405, 0.247, 0.240, 0.204, 0.202, 0.434, 0.428, 0.431]
}



What did the second record say?
{
  "formula": "C4H10N3S",
  "method": "ωB97M-V/def2-TZVPD",
  "de_lowest_ev": 2.101,
  "e_lumo_ha": -0.123,
  "homo_lumo_gap_ev": 10.07,
  "total_charge": 1,
  "e_homo_ev": -13.416,
  "energy_ha": -720.5532,
  "elements": ["C", "C", "C", "C", "N", "N", "N", "S", "H", "H", "H", "H", "H", "H", "H", "H", "H", "H"],
  "coordinates": [[0.229, -0.981, -0.064], [-1.958, -1.171, -0.508], [-2.401, -0.877, -1.718], [1.539, 2.383, 1.098], [0.740, 1.272, 1.382], [-0.713, -1.828, -0.440], [1.537, -1.115, -0.190], [-0.426, 0.550, 0.494], [-2.688, -1.146, 0.265], [-1.661, -1.022, -2.540], [0.227, 1.409, 2.331], [-3.425, -0.415, -1.763], [2.402, 2.542, 1.796], [1.921, 2.238, 0.068], [0.924, 3.234, 0.901], [-0.438, -2.546, -1.156], [2.041, -2.020, -0.262], [2.149, -0.507, 0.306]],
  "nbo_charge": [0.356, -0.136, -0.308, -0.431, -0.818, -0.554, -0.743, 0.583, 0.249, 0.210, 0.405, 0.247, 0.240, 0.204, 0.202, 0.434, 0.428, 0.431]
}